Record 1
The following is a quantum chemistry calculation of 2 unconnected molecules or ions with the total composition C7H10O at a distorted geometry, from OMol25.

Computed properties:
LUMO level ... 0.81 eV
SMILES ... Cc1ccccc1.O
Relative energy (zero: lowest compared OMol25 entry of this formula, charge and spin) ... 32.66 kJ/mol
E_tot ... -9468.222 eV
HOMO ... -9.01 eV

ORCA input file:
```
! RIJCOSX wB97M-V def2-TZVPD def2/J DEFGRID3
* xyz 0 1
C -1.692 -1.044 1.573
C -0.536 -0.763 0.610
C 0.557 -0.036 1.000
C 1.648 0.177 0.130
C 1.485 -0.154 -1.189
C 0.253 -0.695 -1.648
C -0.755 -0.985 -0.768
H -1.932 -0.093 2.038
H -1.496 -1.849 2.275
H -2.573 -1.392 1.027
H 0.649 0.029 2.086
H 2.623 0.478 0.469
H 2.250 -0.003 -1.938
H 0.150 -0.741 -2.725
H -1.667 -1.474 -1.087
O 0.263 2.805 -1.046
H 1.021 3.158 -0.551
H -0.247 2.581 -0.257
*
```

=====

Record 2
The following is a quantum chemistry calculation of 2 unconnected molecules or ions with the total composition C6H14O3 at a distorted geometry, from OMol25.

Computed properties:
LUMO level ... 0.76 eV
SMILES ... CCC(=O)O.CC(C)O
Relative energy (zero: lowest compared OMol25 entry of this formula, charge and spin) ... 177.62 kJ/mol
E_tot ... -12590.257 eV
HOMO ... -9.54 eV

ORCA input file:
```
! RIJCOSX wB97M-V def2-TZVPD def2/J DEFGRID3
* xyz 0 1
C -0.058 2.437 0.360
C 0.362 1.568 -0.819
C 1.447 0.558 -0.494
O 1.753 -0.339 -1.322
O 2.467 1.147 0.199
H -0.851 3.123 0.062
H -0.437 1.819 1.172
H 0.790 3.005 0.736
H -0.486 1.027 -1.238
H 0.761 2.190 -1.623
H 3.261 0.616 0.041
C -1.881 -0.966 0.930
C -0.612 -1.652 0.504
C -0.468 -2.000 -0.912
O 0.589 -0.521 0.957
H -2.159 -0.190 0.220
H -2.684 -1.707 0.966
H -1.766 -0.521 1.916
H -0.341 -2.466 1.181
H 0.637 -1.703 -1.203
H -1.010 -1.339 -1.585
H -0.705 -3.040 -1.122
H 1.390 -1.048 1.076
*
```

=====

Record 3
The following is a quantum chemistry calculation of a molecular structure, C11H19BiNO at a distorted geometry, from OMol25.

Computed properties:
LUMO level ... 3.42 eV
Relative energy (zero: lowest compared OMol25 entry of this formula, charge and spin) ... 0.00 kJ/mol
E_tot ... -21089.699 eV
HOMO ... -1.50 eV

ORCA input file:
```
! RIJCOSX wB97M-V def2-TZVPD def2/J DEFGRID3
* xyz -1 1
C -0.896 1.647 -3.539
C 0.442 1.238 -3.597
C 1.184 1.906 -2.603
C 0.322 2.902 -1.990
C -1.019 2.661 -2.556
Bi -0.527 1.261 -0.399
N -1.030 -2.634 -0.380
C -0.456 -3.707 -1.021
C 0.196 -2.294 -1.144
H 2.266 1.908 -2.496
H 0.855 0.558 -4.337
H 0.634 3.815 -1.477
H -1.861 3.329 -2.402
H -1.693 1.336 -4.207
H 0.039 -1.657 -2.029
H -0.991 -4.070 -1.898
H -1.853 -2.291 -0.894
H 1.102 -2.100 -0.564
H 0.094 -4.402 -0.394
C 1.389 -0.714 3.094
C 0.356 0.116 2.325
C -0.955 -0.684 2.251
C 0.160 1.476 3.016
O 0.875 0.382 0.996
H 1.054 -0.853 4.137
H 2.370 -0.226 3.131
H 1.510 -1.716 2.661
H -1.171 -1.167 3.218
H -1.812 -0.033 2.035
H -0.921 -1.472 1.485
H 1.093 2.059 2.990
H -0.618 2.078 2.519
H -0.136 1.346 4.069
*
```

=====

Record 4
The following is a quantum chemistry calculation of 2 unconnected molecules or ions with the total composition C9H19N2O at a distorted geometry, from OMol25.

Computed properties:
LUMO level ... -3.16 eV
Relative energy (zero: lowest compared OMol25 entry of this formula, charge and spin) ... 500.58 kJ/mol
E_tot ... -14657.648 eV
HOMO ... -11.95 eV

ORCA input file:
```
! RIJCOSX wB97M-V def2-TZVPD def2/J DEFGRID3
* xyz 1 1
C -3.190 1.512 -0.638
C -1.989 2.059 -0.870
C -0.865 1.980 0.019
C -0.049 -1.655 2.492
C 0.982 0.460 -2.108
C 1.762 -1.529 -0.045
C -0.591 -1.394 -0.508
C 0.227 -0.474 1.582
C 0.731 0.561 -0.606
N 1.745 1.304 0.100
N 0.596 -0.741 0.134
O -0.383 2.578 0.903
H -4.082 1.710 -1.319
H -3.294 0.927 0.286
H -2.008 2.793 -1.719
H -1.085 -1.795 2.607
H 0.509 -2.543 2.115
H 0.302 -1.339 3.487
H 1.730 -0.324 -2.221
H 1.395 1.444 -2.252
H 0.252 0.346 -2.837
H 2.779 -0.948 -0.013
H 1.764 -2.215 0.903
H 1.922 -1.976 -1.093
H -1.424 -0.669 -0.324
H -0.497 -1.566 -1.536
H -0.981 -2.291 -0.043
H 1.008 0.201 1.831
H -0.691 0.086 1.380
H 1.163 1.706 0.885
H 2.263 1.794 -0.593
*
```

=====

Result set for orbital gap: 0.3608 0.3784 0.1807 0.3232 Ha, one per record in the order listed.